1.
Density functional theory data (wB97M-V/def2-TZVPD) for a single C7H5Cl3N2OS molecule in a non-equilibrium geometry.

E_HOMO	-9.32	eV
gap between HOMO and LUMO	8.220	eV
net charge	0
energy above the lowest of the compared OMol25 structures with the same formula, charge and spin	0.0	kcal per mole
E_tot	-2233.1525	hartree

The geometry in XYZ format:
```
19
Properties=species:S:1:pos:R:3:forces:R:3:nbo_charge:R:1
C -0.6385 1.4423 -1.0148 0.594 2.090 -0.933 0.2554
C 2.3415 -0.6607 -1.1259 -4.981 1.107 3.778 -0.0192
C 1.0897 -0.2436 -1.4281 1.625 0.631 -2.851 0.0053
C 1.7485 -0.4660 1.1275 0.413 -0.624 -0.625 0.2725
C 0.5156 0.4415 0.9181 1.260 -0.080 -0.458 -0.2622
C 0.0725 0.3134 -0.5419 -1.346 -2.026 0.972 -0.3958
C -2.4883 0.0128 0.5108 -0.477 -2.088 0.806 -0.8247
N -1.0381 2.4583 -1.3834 -0.347 -0.601 0.119 -0.2529
N 2.5753 -0.9202 0.2568 -0.899 0.971 0.900 -0.4079
O -1.0026 -2.0869 0.3328 0.730 -2.052 0.768 -0.9427
S -1.4367 -1.0825 -0.6043 -0.421 2.778 1.215 1.3086
Cl 0.6115 -0.1215 -3.1605 0.446 -0.235 1.066 -0.0021
Cl 1.9565 -0.9336 2.7775 0.059 0.103 -0.063 0.0499
Cl 1.0936 2.1225 1.2151 0.063 -0.075 0.159 -0.0002
H 3.0070 -1.0218 -1.7739 2.510 -1.127 -2.498 0.2206
H -0.2933 0.2874 1.6417 0.628 -0.282 -0.323 0.2690
H -2.6053 0.9574 0.0384 -0.354 0.845 0.022 0.2432
H -2.0368 0.0164 1.5553 -0.415 0.151 -1.551 0.2310
H -3.4720 -0.5154 0.6588 0.911 0.517 -0.503 0.2522
```
Positions in Å, forces in eV/Å.

2.
Density functional theory data (wB97M-V/def2-TZVPD) for a single C5H9NS2 molecule in a non-equilibrium geometry.

E_HOMO	-7.15	eV
gap between HOMO and LUMO	7.328	eV
net charge	0
energy above the lowest of the compared OMol25 structures with the same formula, charge and spin	94.7	kcal per mole
E_tot	-1046.8974	hartree

The geometry in XYZ format:
```
17
Properties=species:S:1:pos:R:3:forces:R:3:nbo_charge:R:1
C 1.2393 -0.1114 0.5283 -1.109 -1.695 0.191 -0.1834
C -0.6099 -1.4539 0.6382 3.260 -0.233 -0.415 0.0686
C 0.7065 1.2323 0.6251 -1.489 0.012 -1.189 -0.4083
C -0.8441 -1.8150 -0.8288 1.165 -0.336 0.573 -0.6713
C 0.9279 2.3005 -0.5649 4.693 -2.090 2.373 -0.5962
N -1.4452 -0.6145 1.2767 -1.033 2.956 -0.329 -0.7259
S 2.7255 -0.7212 0.4833 -0.505 0.413 -0.115 0.0386
S -1.2995 1.0475 0.6937 0.294 -1.273 0.289 0.2523
H -0.1856 -2.2609 1.2798 -0.475 0.529 -0.626 0.2135
H 0.8384 1.6668 1.5965 0.534 0.210 0.386 0.2458
H -1.5114 -2.6848 -0.8405 0.869 -0.622 -0.205 0.2210
H 0.1113 -1.8159 -1.4427 -1.168 -0.822 0.968 0.2421
H -1.4645 -1.1446 -1.3351 -0.851 1.835 -0.415 0.2265
H -0.0233 2.5985 -0.7480 -2.408 1.379 -1.605 0.2136
H 1.6277 1.9184 -1.3861 -1.730 0.169 0.849 0.2357
H 1.5633 3.0809 -0.0867 -0.811 -0.126 -0.414 0.2206
H -1.6705 -0.6488 2.2673 0.764 -0.305 -0.318 0.4069
```
Positions in Å, forces in eV/Å.

3.
Density functional theory data (wB97M-V/def2-TZVPD) for 2 unconnected molecules or ions with the total composition C2H7F2NO8P3 in a non-equilibrium geometry.

E_HOMO	-3.27	eV
gap between HOMO and LUMO	5.686	eV
net charge	-1
E_tot	-1961.0289	hartree

The geometry in XYZ format:
```
23
Properties=species:S:1:pos:R:3:forces:R:3:nbo_charge:R:1
N 1.1739 0.1192 1.8915 0.573 0.186 -1.215 -0.8372
C 0.8537 -0.4277 0.5522 -0.714 0.482 0.716 -0.1836
O 1.9473 -1.2888 0.1205 -0.659 -1.304 1.329 -0.5224
C 1.5437 -2.5099 -0.3341 0.247 -0.205 0.098 1.0528
O 1.2381 -2.7075 -1.4368 -0.361 -0.287 -1.829 -0.5125
F 1.5418 -3.6054 0.5021 0.555 1.829 0.506 -0.3411
P -0.7562 -1.4043 0.7373 0.337 -0.639 -0.713 0.1574
P -2.5185 -0.2464 0.2120 -2.973 0.044 0.049 2.0782
O -3.6332 -1.2393 0.1067 1.091 0.145 0.335 -1.1281
O -2.4231 0.5362 -1.2132 0.550 -0.072 1.444 -0.9680
O -2.9319 0.7861 1.4384 0.937 -0.267 -1.230 -0.9839
P 0.7553 1.0463 -0.5977 1.410 3.349 -1.383 2.2869
O -0.1825 2.0874 -0.0678 -0.128 -1.419 0.202 -1.1409
O 2.2529 1.7115 -0.5937 -2.142 -2.002 1.859 -0.9031
O 0.4443 0.6586 -2.1468 0.027 -0.186 1.852 -0.9533
H 0.4314 0.7941 2.1170 0.290 -0.286 -0.117 0.3889
H 2.0223 0.6816 1.7206 -0.262 -0.188 0.443 0.3783
H -0.8867 -1.6113 2.1498 -0.009 0.742 -0.484 0.0449
H -2.5725 -0.0752 -1.9569 -0.009 0.046 0.522 0.5245
H -3.6805 0.3927 1.9239 0.265 0.020 -0.576 0.5144
H 2.1684 2.5123 -0.0422 0.153 -0.172 -0.567 0.5055
H 0.0932 1.4896 -2.5282 0.487 -0.343 -0.024 0.5252
F 3.1188 2.3002 -2.5546 0.335 0.528 -1.217 -0.9830
```
Positions in Å, forces in eV/Å.

4.
Density functional theory data (wB97M-V/def2-TZVPD) for a molecular structure, C31H53NO2Si2V in a non-equilibrium geometry.

E_HOMO (spin up / spin down)	-6.30 / -7.46	eV
<S²>	3.78
gap between HOMO and LUMO (spin up / spin down)	6.072 / 7.069	eV
net charge	0
2S+1	4
E_tot	-2941.1438	hartree

The geometry in XYZ format:
```
90
Properties=species:S:1:pos:R:3:forces:R:3:lowdin_charge:R:1
O -1.4838 -1.8069 -1.7548 0.884 -0.466 -1.276 -0.2151
O 0.7763 0.8809 -4.3591 0.469 0.637 0.231 -0.2157
C -0.4012 -2.6673 -2.1883 -0.445 0.486 -0.116 -0.2645
C -0.7520 -4.1295 -2.0179 -0.170 -0.397 0.147 -0.0693
H 0.4878 -2.3886 -1.6138 -0.080 -0.094 0.147 0.0976
H -0.1652 -2.4594 -3.2380 0.107 -0.107 0.345 0.0919
H -0.9462 -4.3931 -0.9712 -0.051 0.206 -0.153 0.0751
H 0.0648 -4.7778 -2.3529 -0.002 0.156 -0.061 0.0756
H -1.6456 -4.3925 -2.6019 0.200 0.131 0.138 0.0822
C -2.2256 -1.1314 -2.7924 -0.280 0.139 0.391 -0.2363
C -1.7807 -1.2963 -4.2305 0.188 0.202 -0.239 -0.0887
H -2.1649 -0.0749 -2.5053 -0.231 -0.039 -0.273 0.0953
H -3.2776 -1.4431 -2.7109 0.273 0.010 0.105 0.1061
H -0.8202 -0.8013 -4.4106 -0.139 -0.159 -0.020 0.0584
H -2.5192 -0.7959 -4.8731 0.112 -0.162 0.178 0.0886
H -1.7118 -2.3455 -4.5386 -0.161 0.169 -0.003 0.0794
C 0.3312 2.1486 -3.8543 -0.319 0.098 0.013 -0.2512
C 2.1648 0.6390 -4.6429 -0.507 -0.285 -0.665 -0.2623
C -0.9572 2.5550 -4.5969 -0.153 -0.038 -0.058 -0.0746
H 1.0432 3.0015 -3.9996 -0.041 -0.971 0.177 0.1257
H 0.1442 1.9784 -2.7664 0.094 0.555 -0.622 0.1061
H -0.8166 2.5472 -5.6872 0.243 -0.036 0.291 0.0773
H -1.2868 3.5719 -4.3344 0.228 -0.293 0.138 0.0759
H -1.8005 1.8839 -4.4006 0.230 -0.020 0.147 0.0595
C 2.2999 0.6861 -6.1641 0.103 0.525 -0.533 -0.0846
H 2.3690 -0.3643 -4.2360 0.159 0.382 -0.065 0.1127
H 2.8753 1.3805 -4.2347 -0.533 -0.246 0.346 0.1157
H 1.4621 0.2043 -6.6885 0.245 -0.062 0.414 0.0792
H 3.2388 0.3068 -6.5880 -0.097 -0.105 0.403 0.0726
H 2.2655 1.7474 -6.4440 -0.081 -0.143 -0.108 0.0729
H 2.3984 1.1677 -1.3501 -0.737 -0.088 -0.678 -0.0101
V -0.4070 -0.2545 1.1145 1.608 0.821 -1.061 0.6981
C 1.9080 0.5369 -0.6230 -0.479 -1.224 0.495 -0.2055
Si 3.4625 0.6330 0.4699 -0.786 0.894 -1.122 0.5346
H 1.7274 -0.4330 -1.1100 -0.226 0.157 0.246 0.0252
H 0.9728 1.0292 -0.2800 0.492 -0.084 -0.236 -0.0032
C 4.5834 -0.4711 -0.5993 0.285 0.061 0.318 -0.1785
C 3.4082 0.3438 2.3230 0.122 -0.227 0.591 -0.1707
C 3.6153 2.4911 0.0155 0.528 -0.134 0.224 -0.1788
C -1.9968 -1.4308 1.0763 -0.970 -0.912 0.430 -0.3613
Si -3.4369 -0.2175 0.8915 0.472 -1.127 0.013 0.4282
H -2.0467 -2.0706 1.9784 -0.384 0.416 -0.080 0.0087
H -1.7883 -2.1375 0.2394 -0.443 0.696 0.364 -0.0039
C -4.8028 -1.1192 -0.0493 -0.290 0.082 0.162 -0.1873
C -3.0557 1.3634 -0.0786 -0.148 0.308 -0.092 -0.1780
C -4.0068 0.3034 2.6103 -0.193 -0.030 0.151 -0.1746
H 3.1800 2.6910 -0.9735 0.315 -0.138 0.248 0.0205
H 4.6470 2.8210 -0.0369 0.181 0.445 0.313 0.0184
H 3.0161 3.1017 0.6976 0.309 0.014 0.206 0.0337
H 4.3498 -1.5316 -0.4512 0.025 0.100 0.140 0.0287
H 5.6558 -0.3368 -0.4268 -0.086 -0.055 0.067 0.0242
H 4.4094 -0.2796 -1.6666 -0.087 0.180 0.247 0.0269
H 3.0676 -0.6764 2.5770 0.173 0.317 -0.180 0.0141
H 2.7077 1.0336 2.8353 0.255 -0.206 -0.471 0.0374
H 4.3963 0.4790 2.8143 -0.458 -0.055 -0.416 0.0393
H -3.9493 1.6506 -0.6590 0.239 -0.142 0.086 0.0386
H -2.2231 1.2652 -0.7904 -0.130 0.041 0.112 0.0100
H -2.8235 2.2056 0.5872 -0.009 -0.278 -0.169 0.0199
H -4.9484 0.8733 2.5352 0.265 -0.150 0.109 0.0320
H -3.2681 0.9328 3.1321 -0.176 -0.153 -0.274 0.0162
H -4.1845 -0.5828 3.2402 -0.035 0.238 -0.185 0.0332
H -5.7919 -0.7344 0.2362 0.073 -0.134 -0.193 0.0237
H -4.7464 -2.1870 0.1990 -0.120 0.224 -0.056 0.0302
H -4.6845 -1.0153 -1.1362 -0.051 0.008 0.266 0.0060
C -0.8014 4.1489 1.7682 0.312 -0.425 -0.426 -0.0884
C -1.1644 4.1196 3.1164 0.077 -0.584 0.391 -0.0956
C -1.0153 2.9401 3.8580 0.030 -0.162 0.090 -0.0330
C -0.6094 1.7604 3.1940 -0.293 1.322 -0.331 -0.2356
C -0.3876 1.7408 1.8007 0.181 0.295 -0.487 -0.1735
C -0.3831 2.9681 1.1171 -0.584 0.546 1.528 -0.1350
C -0.3063 0.5191 3.8694 0.305 -1.574 -0.699 -0.1988
C -0.2956 0.3840 5.2752 0.052 -0.417 0.278 0.0098
C 0.1685 -0.7721 5.8410 -0.172 0.406 0.245 -0.0078
C 0.6575 -1.8061 5.0160 0.565 -0.838 -1.021 -0.1496
C 1.3562 -2.9265 5.5410 -0.153 0.066 -0.616 -0.0280
C 1.9246 -3.8626 4.6933 -0.039 -0.031 0.509 -0.0880
C 1.8269 -3.7343 3.2976 -0.726 1.092 -0.442 -0.0657
C 1.1403 -2.6420 2.7456 0.505 -1.178 -0.150 -0.0360
C 0.5550 -1.6826 3.5818 -0.039 1.318 1.121 -0.1976
N 0.0409 -0.5135 3.0308 0.209 0.153 2.279 0.0128
H -0.8481 5.0938 1.2195 0.007 -0.277 0.165 0.0992
H -1.5481 5.0054 3.6099 0.130 0.018 -0.079 0.0944
H -1.2144 2.9253 4.9526 0.060 0.192 -0.966 0.1063
H -0.0763 3.0057 0.0874 -0.099 0.106 -0.438 0.0756
H -0.6437 1.2120 5.8890 0.148 -0.250 -0.136 0.1065
H 0.2196 -0.9012 6.9293 -0.051 0.113 -0.457 0.1234
H 1.4551 -2.9958 6.6203 0.027 -0.148 -0.112 0.1110
H 2.4611 -4.7159 5.1119 -0.130 0.272 -0.095 0.1039
H 2.2942 -4.4646 2.6406 -0.106 0.132 0.155 0.1040
H 1.0807 -2.5137 1.6484 0.003 -0.087 0.696 0.1043
```
Positions in Å, forces in eV/Å.

5.
Density functional theory data (wB97M-V/def2-TZVPD) for a gas-phase ion, C2H5N2Si (charge +1) in a non-equilibrium geometry.

E_HOMO	-15.11	eV
gap between HOMO and LUMO	8.260	eV
net charge	+1
SMILES	C1=NC=[NH+][SiH2]1
energy above the lowest of the compared OMol25 structures with the same formula, charge and spin	44.8	kcal per mole
E_tot	-477.8501	hartree

The geometry in XYZ format:
```
10
Properties=species:S:1:pos:R:3:forces:R:3:nbo_charge:R:1
C -0.4288 1.2924 -0.0793 0.555 0.285 1.488 -0.0375
N -1.3880 0.4525 0.0636 -2.890 0.161 -0.498 -0.4773
C -1.2114 -0.8435 0.1457 6.215 -1.804 -0.608 0.4350
N 0.2769 -1.1411 -0.0998 -5.440 3.005 1.680 -0.9128
Si 1.2359 0.3621 0.1241 -0.498 0.621 -2.485 1.0979
H -0.6993 2.3275 -0.3386 0.281 -0.484 -0.123 0.2507
H -1.9585 -1.6903 0.3893 1.220 1.740 -0.526 0.2847
H 0.5767 -2.0513 -0.1143 0.674 -2.746 0.082 0.4227
H 1.4977 0.7009 -1.4736 0.429 -0.377 2.244 -0.0407
H 2.0989 0.5909 1.3829 -0.545 -0.401 -1.254 -0.0226
```
Positions in Å, forces in eV/Å.

6.
Density functional theory data (wB97M-V/def2-TZVPD) for 2 unconnected molecules or ions with the total composition C7H8Cl4 in a non-equilibrium geometry.

E_HOMO	-8.92	eV
gap between HOMO and LUMO	9.520	eV
net charge	0
SMILES	CC1=C(Cl)[C@@H]1C.ClC=C(Cl)Cl
energy above the lowest of the compared OMol25 structures with the same formula, charge and spin	61.4	kcal per mole
E_tot	-2112.1542	hartree

The geometry in XYZ format:
```
19
Properties=species:S:1:pos:R:3:forces:R:3:nbo_charge:R:1
C 1.0871 2.7784 -0.5803 1.083 1.560 1.044 -0.6696
C 0.7515 1.3615 -0.6375 -0.261 -1.279 1.803 0.0052
C 0.9250 0.0711 -0.7835 -0.409 1.820 -0.620 -0.0529
Cl 1.9870 -1.0713 -1.5088 -0.424 0.112 0.435 0.0355
C -0.4997 0.5368 -0.4513 0.833 -0.999 -1.072 -0.2059
C -1.5409 0.6910 -1.5512 -2.744 -0.425 4.758 -0.6157
H 1.2236 3.3952 0.3972 -0.375 -1.961 -0.895 0.2421
H 0.3093 3.3599 -1.0434 -0.243 0.170 -0.726 0.2316
H 2.0426 2.9075 -1.0666 0.180 0.403 -0.500 0.2313
H -0.8692 0.2836 0.5216 -0.166 -0.008 0.635 0.1809
H -2.0181 -0.2579 -1.8047 -0.047 0.158 -0.088 0.2139
H -1.0347 1.0884 -2.3166 1.306 1.629 -3.328 0.2005
H -2.3418 1.4139 -1.0830 1.254 -1.236 -1.381 0.2013
Cl -0.4705 -1.1650 3.3183 0.062 0.142 0.084 0.0401
C -0.6053 -2.4031 2.1550 1.243 -1.246 0.137 -0.2605
C 0.4084 -3.2243 1.7983 -0.948 2.530 0.552 -0.1609
Cl 1.9924 -2.8930 2.3159 0.568 -0.249 0.274 0.0664
Cl 0.2372 -4.3031 0.5325 -0.197 -1.048 -0.734 0.0894
H -1.5840 -2.5695 1.7881 -0.715 -0.073 -0.378 0.2274
```
Positions in Å, forces in eV/Å.